# 1
A cluster of 2 separate species, C4H11NO in total. Source: the Open Molecules 2025 dataset; level of theory: wB97M-V/def2-TZVPD.

Each line ends with the Mulliken charge.
CARTESIAN COORDINATES (ANGSTROEM)
O  1.0188  3.8190  -0.9851  -0.66
N  0.1944  -1.1544  0.1880  -0.01
C  -0.5148  -0.5697  2.6918  -0.96
C  -0.2486  -0.7145  -1.1478  0.14
C  -0.7476  -1.3230  1.2881  -0.35
C  0.1930  -1.1910  -2.3099  -0.57
H  -0.3856  -0.9221  -3.1677  0.28
H  1.1138  -1.8100  -2.3507  0.26
H  -1.0355  -2.3454  1.5614  0.32
H  1.2454  4.7455  -0.6879  0.34
H  -1.1233  -0.9114  3.5451  0.35
H  0.1042  3.8716  -1.3235  0.32
H  -0.8709  0.1799  -0.9986  0.35
H  -0.7044  0.5065  2.6270  0.31
H  0.5801  -0.6774  2.8308  0.30
H  -1.7119  -0.8137  1.0055  0.24
H  1.1847  -1.5056  0.3904  0.35

Forces on atoms 1 to 6 (eV/Å):
O -0.29 1.29 0.29
N 0.88 -0.51 -1.09
C 2.02 0.07 -1.19
C 0.54 0.76 4.29
C -3.12 2.60 1.32
C 1.45 -0.66 0.42

* 2S+1: 2
* energy: -7854.0995 eV
* total charge: +1
* HOMO-LUMO gap (alpha / beta): 10.515 / 6.496 eV

# 2
A structure of composition C18H16ClN6OS4Sm. Source: the Open Molecules 2025 dataset; level of theory: wB97M-V/def2-TZVPD.

Each line ends with the Mulliken charge.
CARTESIAN COORDINATES (ANGSTROEM)
Sm  -1.0387  1.5456  1.3706  0.75
Cl  -3.3064  3.3327  1.3076  -0.22
S  -0.8268  0.5560  4.0652  -0.31
S  0.7611  -1.9045  3.2641  -0.14
S  0.3020  3.6630  2.5693  -0.50
S  1.3395  -4.0102  1.1177  -0.30
O  0.2229  5.3867  -0.2968  -0.18
N  -0.5460  -1.9858  1.1876  0.57
N  -0.0030  0.5879  -0.8839  0.62
N  1.4788  1.3124  1.1399  0.98
N  -1.0461  -0.8883  1.8436  -0.59
N  2.1783  1.6616  2.2709  -1.30
N  2.4577  3.1456  3.8471  -0.40
C  -0.7294  0.4520  -1.9787  -0.20
C  -1.1698  -3.3431  -2.2211  -1.14
C  1.6934  2.7253  2.8668  0.69
C  -0.2664  -0.0054  -3.1825  -1.05
C  1.3444  0.3867  -0.9873  0.26
C  -0.5003  -2.9044  -1.1003  -0.28
C  -2.5005  -3.0050  -2.4752  -0.35
C  1.8925  -0.1232  -2.1482  -0.97
C  -3.1901  -2.3978  -1.4388  -0.73
C  -0.5157  -0.7687  3.0081  0.33
C  0.4613  -2.6991  1.7500  0.31
C  3.5164  0.1073  0.4923  -1.53
C  2.1135  0.5886  0.2645  0.67
C  -0.2637  4.3890  -0.3201  0.17
C  -2.5665  -2.0329  -0.2442  -0.29
C  -2.9374  2.1574  -0.0218  -0.98
C  1.0601  -0.3374  -3.2520  -0.46
C  -1.2156  -2.3556  -0.0220  0.59
H  -2.7653  2.8491  -0.8851  0.27
H  2.9634  -0.2475  -2.2624  0.48
H  -0.7142  -3.7155  -3.1121  0.35
H  -3.0306  -3.3160  -3.3996  0.39
H  3.7722  -0.6048  -0.3232  0.42
H  -3.0918  -1.3577  0.4764  0.38
H  -4.1826  -2.0720  -1.5654  0.45
H  0.5344  -3.0066  -1.0919  0.42
H  -1.8000  0.6294  -1.8287  0.38
H  4.2433  0.8734  0.6034  0.31
H  2.2951  3.8783  4.5061  0.18
H  3.5236  -0.4418  1.4168  0.35
H  1.4355  -0.7506  -4.1802  0.44
H  -0.9292  -0.0660  -4.0420  0.44
H  -3.7673  1.4745  -0.2092  0.47
H  3.3137  2.6378  4.1050  0.24

Forces on atoms 1 to 6 (eV/Å):
Sm 0.44 0.68 -0.14
Cl -0.06 -0.25 0.47
S -0.21 -0.46 -0.54
S 0.53 -0.57 0.67
S -0.79 0.34 -0.22
S -0.73 1.07 1.01

* 2S+1: 6
* energy: -103681.8985 eV
* HOMO-LUMO gap (alpha / beta): 7.380 / 7.413 eV

# 3
The ion C3H6NO2 with charge +1. Source: the Open Molecules 2025 dataset; level of theory: wB97M-V/def2-TZVPD.

Each line ends with the Mulliken charge.
CARTESIAN COORDINATES (ANGSTROEM)
O  -0.4412  -0.3757  -0.7566  -0.18
O  1.1507  -2.5096  0.3415  -0.15
N  0.6099  -0.2340  0.1218  0.07
C  0.6561  0.8012  0.9257  -0.39
C  -1.2257  0.7668  -0.9589  -0.68
C  1.4740  -1.5334  -0.2686  0.31
H  -1.8849  0.4685  -1.8048  0.26
H  -0.0579  1.5037  1.1564  0.31
H  -1.7589  1.1634  -0.0274  0.26
H  1.4857  0.7780  1.5701  0.32
H  -0.5153  1.4925  -1.3845  0.41
H  0.5075  -2.3213  1.0851  0.45

Forces on atoms 1 to 6 (eV/Å):
O 0.61 -1.26 0.51
O -0.47 -2.78 2.50
N -0.83 -4.89 -3.87
C 3.03 1.30 2.29
C -0.41 1.73 -1.04
C -1.42 5.55 -0.50

* 2S+1: 3
* energy: -8776.3385 eV
* total charge: +1
* HOMO-LUMO gap (alpha / beta): 5.540 / 6.510 eV